12
Properties=species:S:1:pos:R:3:lowdin_spin:R:1 method="wB97M-V/def2-TZVPD" spin_multiplicity=3 homo_energy_ev="-6.9 / -8.9" de_lowest_kcal_mol=98.6 total_energy_ha=-366.13687 orbital_gap_ha="0.2774 / 0.2493" e_lumo_ev="0.60 / -2.11"
C 0.00 -0.64 1.23 0.0789
H -0.82 -0.51 1.97 0.0414
H -0.68 -1.46 0.94 0.0091
H 0.66 -0.06 1.89 0.0336
O 0.43 1.94 -0.23 0.6307
Au -0.24 1.96 1.37 1.1505
H 1.33 1.38 -0.58 0.0137
O 0.68 -0.46 0.00 0.0252
C -0.19 -0.45 -1.36 0.0102
H 0.58 -0.45 -2.14 0.0023
H -0.74 -1.41 -1.32 0.0016
H -1.00 0.17 -1.79 0.0029



60
Properties=species:S:1:pos:R:3:lowdin_spin:R:1 method="wB97M-V/def2-TZVPD" spin_multiplicity=5 homo_energy_ev="-9.0 / -8.6" de_lowest_kcal_mol=0.0 total_energy_ha=-2691.42637 orbital_gap_ha="0.3455 / 0.3313" e_lumo_ev="0.39 / 0.39"
Fe 4.03 38.37 21.78 3.7396
N 2.80 38.94 24.83 0.0080
O 1.59 38.92 25.06 0.0064
O 3.21 38.80 23.65 0.0451
O 3.64 39.04 25.74 0.0057
N 5.60 38.90 18.84 0.0063
O 4.88 38.48 19.80 0.0424
O 6.47 38.13 18.38 0.0066
O 5.49 40.05 18.43 0.0050
C 3.73 34.18 23.14 0.0012
C 4.39 35.16 22.16 0.0017
C 4.64 34.52 20.80 0.0001
O 3.35 34.22 20.25 0.0003
C 3.47 33.42 19.07 0.0000
N 3.44 36.32 21.97 0.0291
H 2.78 33.83 22.71 0.0001
H 3.59 34.66 24.10 0.0000
H 4.23 33.21 23.19 0.0003
H 5.31 35.35 22.72 0.0002
H 5.30 33.65 20.90 0.0000
H 5.13 35.19 20.09 -0.0001
H 2.56 33.49 18.48 0.0000
H 3.61 32.37 19.34 0.0000
H 4.31 33.76 18.46 0.0000
H 2.75 36.14 22.69 0.0020
H 2.94 35.98 21.16 0.0013
C 0.90 37.36 19.37 0.0002
C 1.56 38.72 19.65 0.0031
C 0.64 39.93 19.47 0.0010
O 0.12 39.90 18.16 0.0004
C -0.82 40.84 17.77 0.0001
N 1.95 38.67 21.11 0.0267
H 0.10 37.19 20.10 0.0000
H 1.65 36.57 19.44 0.0000
H 0.50 37.32 18.36 0.0000
H 2.47 38.91 19.09 0.0001
H 1.18 40.87 19.61 0.0000
H -0.18 39.94 20.20 0.0002
H -1.74 40.85 18.37 0.0000
H -1.07 40.66 16.73 0.0000
H -0.51 41.88 17.91 0.0000
H 1.32 38.11 21.68 0.0009
H 1.67 39.59 21.45 0.0001
C 7.74 39.77 23.63 0.0012
C 6.30 39.70 23.10 -0.0002
C 5.89 40.73 22.06 0.0017
O 4.54 40.41 21.74 0.0271
C 3.87 41.43 21.02 0.0024
N 6.00 38.28 22.70 0.0281
H 8.49 39.58 22.86 0.0000
H 7.81 39.08 24.47 0.0001
H 7.96 40.77 24.01 0.0003
H 5.58 39.85 23.92 -0.0001
H 6.54 40.73 21.18 0.0001
H 6.01 41.74 22.47 0.0005
H 2.80 41.40 21.22 0.0001
H 3.94 41.41 19.93 0.0002
H 4.27 42.40 21.32 0.0008
H 6.07 37.85 23.63 0.0016
H 6.80 37.84 22.25 0.0020



99
Properties=species:S:1:pos:R:3:lowdin_charge:R:1 method="wB97M-V/def2-TZVPD" homo_energy_ev=-8.6 total_energy_ha=-2271.02500 smiles="C[C@@H](F)N1C(=O)c2cccc(CC(=O)F)c2C1=O.COCCNCCOC.COCCNCCOC.COCCNCCOC" orbital_gap_ha=0.2649 e_lumo_ev=-1.36
C 1.81 -1.41 1.81 -0.0153
C 2.16 -2.86 1.22 -0.2559
F 2.41 -3.79 2.32 -0.0374
N 1.13 -3.44 0.30 0.0208
C 0.52 -4.65 0.89 -0.2812
O 0.90 -5.85 0.89 0.1038
C -0.83 -4.05 1.52 -0.0062
C -1.76 -4.58 2.64 0.0264
C -3.02 -3.68 2.97 -0.0227
C -3.32 -2.34 2.17 0.0072
C -2.35 -1.84 1.03 -0.0927
C -2.61 -0.48 0.18 -0.0289
C -2.85 0.72 1.21 -0.2727
O -3.63 1.68 0.97 0.0651
F -2.14 0.65 2.47 0.0193
C -1.09 -2.71 0.75 0.0069
C 0.13 -2.53 -0.27 -0.2647
O 0.17 -1.82 -1.32 0.0600
H 2.52 -1.25 2.73 0.0886
H 0.75 -1.30 2.22 0.0884
H 2.11 -0.57 1.07 0.1078
H 3.16 -2.74 0.64 0.1562
H -1.51 -5.54 3.20 0.1091
H -3.75 -3.99 3.81 0.0940
H -4.25 -1.70 2.38 0.1102
H -3.59 -0.69 -0.40 0.1469
H -1.81 -0.28 -0.61 0.1278
C 5.20 -0.39 2.54 -0.1171
O 4.46 -0.29 3.75 -0.2223
C 4.93 -1.18 4.77 -0.2028
C 5.59 -0.40 5.91 -0.2066
N 6.87 0.18 5.49 -0.0554
C 7.42 1.14 6.44 -0.1964
C 6.62 2.43 6.70 -0.2206
O 6.56 3.30 5.57 -0.1793
C 5.51 3.00 4.66 -0.0997
H 4.69 0.19 1.78 0.0874
H 6.21 0.01 2.67 0.0793
H 5.26 -1.43 2.20 0.0860
H 5.60 -1.95 4.38 0.1251
H 4.04 -1.68 5.17 0.1204
H 5.75 -1.07 6.76 0.1225
H 4.89 0.39 6.22 0.1011
H 6.74 0.65 4.60 0.0657
H 8.41 1.43 6.05 0.1184
H 7.60 0.63 7.40 0.1163
H 7.15 2.99 7.47 0.1197
H 5.62 2.23 7.10 0.1084
H 4.63 2.58 5.14 0.0888
H 5.88 2.33 3.88 0.0683
H 5.22 3.93 4.16 0.0889
C -6.38 2.31 0.58 -0.1240
O -7.54 2.29 -0.23 -0.1949
C -8.69 2.84 0.41 -0.2095
C -9.10 4.16 -0.24 -0.2096
N -8.13 5.22 0.06 -0.0554
C -8.32 6.44 -0.73 -0.1981
C -8.14 6.32 -2.26 -0.2220
O -6.80 6.05 -2.66 -0.1805
C -6.45 4.68 -2.66 -0.0990
H -5.60 1.74 0.07 0.0625
H -6.02 3.34 0.71 0.0816
H -6.57 1.86 1.55 0.0900
H -8.55 2.95 1.49 0.1212
H -9.51 2.12 0.26 0.1177
H -10.08 4.46 0.14 0.1206
H -9.18 3.99 -1.32 0.0999
H -7.19 4.87 -0.11 0.0666
H -7.59 7.17 -0.36 0.1178
H -9.31 6.85 -0.52 0.1154
H -8.38 7.30 -2.68 0.1188
H -8.84 5.62 -2.72 0.1080
H -7.30 4.03 -2.91 0.0887
H -6.02 4.40 -1.70 0.0697
H -5.68 4.53 -3.41 0.0880
C 2.58 -2.85 -2.94 -0.1133
O 3.41 -2.06 -3.78 -0.1948
C 4.45 -2.80 -4.42 -0.2100
C 4.20 -2.90 -5.92 -0.2096
N 3.06 -3.77 -6.21 -0.0553
C 2.61 -3.71 -7.60 -0.1983
C 2.05 -2.37 -8.11 -0.2221
O 0.82 -1.99 -7.50 -0.1811
C 0.95 -1.31 -6.26 -0.0984
H 1.92 -2.19 -2.38 0.0533
H 1.96 -3.53 -3.54 0.0834
H 3.18 -3.43 -2.23 0.0847
H 4.59 -3.79 -3.97 0.1215
H 5.37 -2.23 -4.26 0.1174
H 5.09 -3.29 -6.41 0.1205
H 4.01 -1.88 -6.29 0.0998
H 2.28 -3.52 -5.61 0.0662
H 1.82 -4.46 -7.71 0.1176
H 3.43 -4.02 -8.26 0.1154
H 1.82 -2.49 -9.17 0.1186
H 2.78 -1.56 -8.05 0.1079
H 1.86 -0.70 -6.22 0.0889
H 0.93 -2.02 -5.43 0.0696
H 0.09 -0.65 -6.14 0.0877